1.
A single C17H23NO3 molecule. Source: the Open Molecules 2025 dataset; level of theory: the ωB97M-V functional and the def2-TZVPD basis.

XYZ file:
```
44
Properties=species:S:1:pos:R:3
C 1.212 -1.298 -1.859
N 0.316 -2.187 -1.143
C 0.993 -3.395 -0.688
C 1.052 -4.409 -1.836
O -0.224 -4.611 -2.383
C -0.360 -1.479 -0.070
C -1.610 -2.230 0.426
O -2.698 -1.362 0.673
C -2.835 -0.862 1.976
C -1.658 -0.012 2.479
O -1.406 0.999 1.532
C -0.151 1.524 1.454
C 0.779 1.473 2.464
C 2.055 2.025 2.281
C 2.404 2.617 1.102
C 1.474 2.693 0.042
C 1.797 3.287 -1.195
C 0.884 3.335 -2.211
C -0.399 2.794 -2.036
C -0.747 2.216 -0.846
C 0.178 2.148 0.215
H 1.690 -1.840 -2.672
H 0.637 -0.475 -2.281
H 1.995 -0.877 -1.209
H 0.405 -3.834 0.119
H 2.008 -3.190 -0.310
H 1.400 -5.377 -1.469
H 1.750 -4.065 -2.614
H -0.624 -3.732 -2.459
H 0.336 -1.261 0.759
H -0.707 -0.529 -0.479
H -1.949 -2.892 -0.378
H -1.401 -2.836 1.317
H -2.989 -1.681 2.696
H -3.734 -0.244 1.936
H -1.928 0.421 3.453
H -0.771 -0.643 2.612
H 0.540 1.020 3.414
H 2.763 1.971 3.096
H 3.390 3.034 0.963
H 2.785 3.705 -1.325
H 1.143 3.790 -3.156
H -1.110 2.839 -2.848
H -1.732 1.802 -0.696
```

Summary:
Gap between HOMO and LUMO (eV): 8.69
DFT total energy (eV): -25633.8667
Energy relative to the best compared isomer or geometry (same formula, charge and spin) (kcal per mole): 68.0
M (g mol⁻¹): 289.37
Spin multiplicity: 1
Lowest unoccupied orbital energy (eV): 0.7

=====

2.
A molecular structure, C17H23O2Pb in a non-equilibrium geometry. Source: the Open Molecules 2025 dataset; level of theory: the ωB97M-V functional and the def2-TZVPD basis.

XYZ file:
```
43
Properties=species:S:1:pos:R:3
Pb 0.000 0.000 0.000
C -0.719 -0.017 2.312
C 0.550 0.590 2.305
C 0.457 1.795 1.589
H 1.448 0.174 2.724
C -0.872 1.942 1.155
C -1.602 0.825 1.603
H -2.650 0.648 1.436
H -0.961 -0.963 2.764
H 1.279 2.442 1.340
H -1.252 2.738 0.538
C -0.545 -2.316 -0.471
C -1.728 -1.703 -0.049
C -2.057 -0.695 -0.988
H -2.271 -1.928 0.852
C -1.102 -0.743 -2.022
C -0.156 -1.721 -1.696
H 0.742 -1.952 -2.241
H 0.005 -3.073 0.060
H -2.900 -0.029 -0.942
H -1.062 -0.071 -2.862
O 0.601 1.306 -1.145
C -0.472 2.538 -3.664
C 0.943 2.526 -3.204
C -1.436 3.465 -3.027
C -0.839 1.821 -4.909
C 1.306 1.305 -2.353
H 1.169 3.417 -2.612
H 1.624 2.531 -4.060
H 1.133 0.390 -2.928
H 2.374 1.324 -2.111
H -1.384 4.477 -3.457
H -1.233 3.571 -1.962
H -2.468 3.133 -3.149
H -0.663 2.432 -5.807
H -1.895 1.546 -4.931
H -0.253 0.910 -5.044
C 2.232 -2.032 1.356
C 1.958 -1.107 0.211
O 2.810 -0.964 -0.651
H 1.354 -2.092 2.029
H 3.111 -1.672 1.929
H 2.442 -3.051 0.968
```

Summary:
Gap between HOMO and LUMO (alpha / beta) (eV): 6.50 / 4.11
DFT total energy (eV): -27335.7173
M (g mol⁻¹): 466.57
Charge: -1
Spin multiplicity: 1
Lowest unoccupied orbital energy (alpha / beta) (eV): 3.1 / 3.0

=====

3.
A molecular structure, C17H24BBr4CaCl2F4LiO9RbSi in a non-equilibrium geometry. Source: the Open Molecules 2025 dataset; level of theory: the ωB97M-V functional and the def2-TZVPD basis.

XYZ file:
```
65
Properties=species:S:1:pos:R:3
C -1.433 1.292 2.870
C -0.647 -0.098 3.001
Br -0.116 -0.471 4.907
C -1.454 -1.356 2.367
Br -1.881 -1.039 0.433
Si -2.981 -1.913 3.408
Br -3.567 -4.097 2.900
C -4.501 -0.718 3.250
O -4.893 -0.716 1.845
O -5.620 0.402 1.519
H -2.338 1.262 2.173
H -1.788 1.602 3.921
H -0.713 2.100 2.486
H 0.357 0.023 2.450
H -0.673 -2.236 2.372
H -2.660 -1.934 4.851
H -5.298 -1.119 3.963
H -4.134 0.289 3.648
H -5.352 1.184 2.053
Rb -1.324 0.299 -1.542
B 0.731 -4.274 4.465
F 0.253 -5.567 4.022
F 1.212 -3.526 3.321
F -0.361 -3.548 5.086
F 1.774 -4.446 5.396
C 2.048 -5.018 9.252
O 1.390 -6.052 8.534
H 2.306 -5.389 10.244
H 2.961 -4.727 8.726
H 1.383 -4.156 9.350
H 1.173 -5.699 7.661
Ca -1.055 -3.893 3.052
C 3.279 3.983 -3.054
C 4.142 4.994 -2.936
C 5.296 4.927 -1.993
O 6.072 5.865 -1.928
C 5.442 3.725 -1.172
C 4.577 2.710 -1.285
C 3.438 2.768 -2.250
O 2.674 1.821 -2.344
O 4.704 1.593 -0.527
O 4.006 6.128 -3.673
H 2.440 4.020 -3.736
H 6.273 3.697 -0.480
H 3.966 1.004 -0.791
H 4.752 6.701 -3.406
Cl -4.478 0.865 -5.010
C -4.070 1.555 -6.538
C -3.058 2.507 -6.685
Cl -2.114 3.069 -5.351
C -2.781 3.036 -7.948
C -3.508 2.614 -9.060
C -4.513 1.662 -8.913
C -4.793 1.135 -7.655
H -1.998 3.779 -8.070
H -3.291 3.029 -10.039
H -5.078 1.330 -9.777
H -5.578 0.394 -7.550
Br -4.870 -1.570 -0.334
O 4.875 -1.414 -0.565
H 5.702 -0.985 -0.355
O 5.988 -4.149 -0.037
H 5.366 -4.880 0.040
H 5.418 -3.362 -0.142
Li -1.083 0.989 -8.423
```

Summary:
Gap between HOMO and LUMO (eV): 1.49
DFT total energy (eV): -380373.1574
M (g mol⁻¹): 1010.27
Charge: +1
Spin multiplicity: 1
Lowest unoccupied orbital energy (eV): -5.2

=====

4.
A molecular structure, C17H24Br2N4O4S in a non-equilibrium geometry. Source: the Open Molecules 2025 dataset; level of theory: the ωB97M-V functional and the def2-TZVPD basis.

XYZ file:
```
52
Properties=species:S:1:pos:R:3
C 5.778 1.452 0.509
O 5.245 2.738 0.352
C 4.449 2.870 -0.817
C 3.100 2.212 -0.623
C 2.806 1.027 -1.217
O 3.701 0.416 -2.043
C 1.554 0.383 -1.006
C 0.565 0.896 -0.235
C -0.710 0.194 -0.038
Br -1.174 -0.057 1.794
C -1.528 -0.277 -0.973
C -2.777 -1.055 -0.767
Br -1.203 0.038 -2.826
C 0.849 2.149 0.398
N 0.044 2.847 1.189
S 0.822 4.160 1.647
N 2.223 3.935 0.870
C 2.108 2.796 0.212
H 5.011 0.678 0.587
H 6.339 1.451 1.436
H 6.459 1.177 -0.301
H 4.280 3.934 -0.940
H 4.943 2.434 -1.677
H 3.469 -0.511 -2.133
H 1.366 -0.569 -1.476
H -2.864 -1.407 0.248
H -3.621 -0.441 -1.071
H -2.752 -1.895 -1.458
C -0.872 -0.569 7.081
C -1.999 0.384 6.754
O -3.140 0.192 7.140
N -1.694 1.476 6.003
C -0.404 1.864 5.459
H -1.272 -1.381 7.679
H -0.440 -0.982 6.169
H -0.093 -0.062 7.651
H -2.487 2.069 5.817
H -0.127 2.845 5.848
H -0.475 1.926 4.372
H 0.363 1.146 5.726
C -4.053 -4.380 -4.991
C -2.940 -3.577 -4.362
O -2.698 -3.633 -3.166
N -2.207 -2.775 -5.177
C -2.345 -2.570 -6.607
H -4.539 -4.962 -4.215
H -4.791 -3.721 -5.451
H -3.658 -5.061 -5.746
H -1.484 -2.271 -4.688
H -1.420 -2.848 -7.113
H -2.549 -1.518 -6.813
H -3.156 -3.168 -7.007
```

Summary:
Gap between HOMO and LUMO (eV): 7.99
DFT total energy (eV): -183088.6887
M (g mol⁻¹): 540.28
Spin multiplicity: 1
Lowest unoccupied orbital energy (eV): -0.7